[1]
C4H6Br2O2 | ωB97M-V with the def2-TZVPD basis set

The geometry in XYZ format:
```
14
Properties=species:S:1:pos:R:3:nbo_charge:R:1
C 0.23 0.55 0.85 0.77
C -1.15 -0.41 -2.11 -0.71
C 2.30 0.13 1.70 -0.27
C -1.93 -0.33 -0.79 -0.24
O 0.25 1.71 1.22 -0.58
O 1.16 -0.33 1.01 -0.50
Br -3.12 1.04 -0.42 0.14
Br -2.37 -1.98 0.04 0.09
H -0.77 0.66 -2.34 0.24
H -1.76 -0.85 -2.95 0.23
H -0.34 -1.08 -1.91 0.23
H 1.93 0.42 2.62 0.19
H 2.64 1.11 1.42 0.20
H 2.93 -0.66 1.68 0.20
```

Results
LUMO energy (alpha / beta), hartree: -0.019 / -0.007
ΔE to the lowest compared entry with this formula, charge and spin, eV: 3.439
Charge: 0
Gap between HOMO and LUMO (alpha / beta), eV: 7.504 / 8.812
2S+1: 1

---

[2]
C25H48CrO3P2S | ωB97M-V with the def2-TZVPD basis set

The geometry in XYZ format:
```
80
Properties=species:S:1:pos:R:3:lowdin_charge:R:1
Cr -0.04 -0.14 0.76 0.69
C -0.43 -1.74 2.19 -0.26
C 0.89 -1.89 1.66 -0.25
C 0.78 0.15 2.74 -0.25
C -0.48 -0.50 2.90 -0.23
C 1.64 -0.73 2.00 -0.25
C -1.50 -2.78 2.16 0.00
H -1.49 -3.35 1.23 0.08
H -2.50 -2.33 2.25 0.07
H -1.41 -3.50 2.98 0.11
C -1.55 -0.02 3.81 0.02
H -2.47 -0.59 3.68 0.08
H -1.74 1.05 3.63 0.07
H -1.25 -0.11 4.87 0.12
C 1.14 1.48 3.32 0.02
H 1.66 1.38 4.28 0.12
H 0.24 2.07 3.48 0.08
H 1.81 2.03 2.64 0.08
C 3.11 -0.58 1.80 0.00
H 3.68 -1.05 2.61 0.12
H 3.41 0.47 1.77 0.07
H 3.44 -1.05 0.86 0.08
C 1.46 -3.14 1.07 0.02
H 1.66 -3.89 1.85 0.12
H 2.40 -2.93 0.56 0.06
H 0.79 -3.58 0.33 0.07
C -0.03 -1.38 -2.78 -0.12
C -0.02 -2.50 -2.06 -0.13
C 0.72 -3.73 -2.49 -0.17
C 2.28 -3.72 -2.42 -0.17
C 2.98 -2.45 -2.01 -0.12
C 2.94 -1.34 -2.76 -0.11
C 2.24 -1.29 -4.09 -0.17
C 0.68 -1.27 -4.10 -0.17
H 0.46 -3.99 -3.53 0.12
H 2.64 -4.02 -3.42 0.12
H 0.38 -4.57 -1.87 0.11
H 0.36 -2.08 -4.78 0.12
H -0.65 -0.51 -2.49 0.07
H -0.65 -2.62 -1.17 0.08
H 0.37 -0.33 -4.58 0.11
H 2.58 -0.38 -4.61 0.11
H 3.55 -0.46 -2.52 0.09
H 2.55 -2.15 -4.71 0.12
H 2.59 -4.51 -1.73 0.11
H 3.64 -2.53 -1.15 0.09
P -2.71 0.01 -0.11 0.82
C -3.92 0.20 1.26 -0.24
H -4.93 0.25 0.83 0.07
H -3.73 1.14 1.80 0.03
H -3.87 -0.65 1.95 0.03
C -3.27 1.34 -1.23 -0.25
H -4.37 1.31 -1.32 0.07
H -2.82 1.22 -2.22 0.04
H -2.96 2.29 -0.78 0.03
C -3.40 -1.51 -0.90 -0.26
H -2.95 -1.65 -1.89 0.04
H -4.49 -1.42 -1.00 0.06
H -3.17 -2.39 -0.28 0.03
P 1.09 2.11 -0.65 0.84
C 2.92 1.96 -0.58 -0.28
H 3.40 2.57 -1.36 0.06
H 3.21 0.91 -0.72 0.01
H 3.28 2.30 0.40 0.04
C 0.81 2.31 -2.46 -0.25
H 1.41 1.60 -3.03 0.04
H 1.06 3.33 -2.79 0.06
H -0.25 2.13 -2.68 0.03
C 0.88 3.84 -0.05 -0.26
H 1.63 4.50 -0.52 0.06
H 1.01 3.87 1.04 0.04
H -0.13 4.20 -0.29 0.04
C -1.77 5.24 1.75 -0.16
S -2.38 3.60 2.12 0.39
O -1.89 3.32 3.47 -0.37
O -3.83 3.67 1.96 -0.35
O -1.71 2.75 1.09 -0.47
H -2.33 5.94 2.38 0.07
H -1.96 5.47 0.70 0.06
H -0.70 5.31 1.95 0.05
```

Results
LUMO energy (alpha / beta), hartree: -0.179 / -0.122
Charge: +1
<S²>: 4.00
Gap between HOMO and LUMO (alpha / beta), eV: 6.214 / 7.765
2S+1: 4

---

[3]
C3H9NS2 | ωB97M-V with the def2-TZVPD basis set

The geometry in XYZ format:
```
15
Properties=species:S:1:pos:R:3:nbo_charge:R:1
S 1.07 1.09 0.88 -0.16
S -0.74 1.53 -0.12 0.05
C -1.56 0.00 -0.73 -0.53
C -1.04 -1.34 0.01 -0.21
N 0.16 -1.74 -0.73 -0.64
C 1.37 -2.17 -0.02 -0.41
H 1.89 1.97 0.24 0.14
H -1.25 0.01 -1.78 0.21
H -2.62 0.21 -0.64 0.24
H -0.90 -1.14 1.09 0.19
H -1.84 -2.05 -0.16 0.19
H 0.36 -1.00 -1.38 0.36
H 2.22 -1.47 -0.14 0.19
H 1.01 -2.26 1.04 0.19
H 1.78 -3.11 -0.36 0.19
```

Results
LUMO energy, hartree: 0.014
ΔE to the lowest compared entry with this formula, charge and spin, eV: 1.284
Charge: 0
Gap between HOMO and LUMO, eV: 8.882
SMILES: CNCCSS
2S+1: 1

---

[4]
C5H6O2 | ωB97M-V with the def2-TZVPD basis set

The geometry in XYZ format:
```
13
Properties=species:S:1:pos:R:3:nbo_charge:R:1
C 0.63 0.66 0.07 0.33
C -1.74 -0.15 -0.89 0.71
C 1.01 -0.60 0.54 -0.37
C 0.92 1.80 -0.47 -0.50
C 0.23 -1.46 1.22 -0.20
O -0.87 -0.30 -1.75 -0.62
O -2.89 -0.45 -0.67 -0.60
H -1.15 0.43 0.09 0.02
H 2.05 -0.86 0.34 0.25
H 0.67 2.74 0.01 0.26
H 1.30 1.84 -1.49 0.28
H -0.79 -1.23 1.48 0.22
H 0.62 -2.42 1.53 0.21
```

Results
LUMO energy (alpha / beta), hartree: -0.074 / -0.083
ΔE to the lowest compared entry with this formula, charge and spin, eV: 5.386
Charge: 0
Gap between HOMO and LUMO (alpha / beta), eV: 6.870 / 6.434
2S+1: 1

---

[5]
C7H9O3SSi | ωB97M-V with the def2-TZVPD basis set

The geometry in XYZ format:
```
21
Properties=species:S:1:pos:R:3:nbo_charge:R:1
C 0.99 -1.64 0.03 -0.23
C -0.35 -1.69 0.12 -0.19
C 1.07 0.77 -0.13 -0.22
C 1.75 -0.45 -0.06 -0.03
C -0.36 0.79 -0.32 -0.34
C -1.03 -0.54 -0.17 -0.38
C 3.23 -0.62 -0.08 -0.64
O -3.27 -0.72 -1.42 -0.95
O -3.22 -1.12 1.01 -0.98
O -2.99 1.13 0.34 -0.99
Si -1.67 2.19 0.05 1.20
S -2.77 -0.35 -0.12 2.40
H 1.67 -2.58 0.12 0.19
H -0.74 -2.69 0.36 0.23
H 1.71 1.63 -0.10 0.20
H 3.68 -1.35 0.50 0.21
H 3.63 -0.87 -1.03 0.21
H 3.89 0.15 0.05 0.21
H -0.95 2.11 1.57 -0.34
H -2.23 3.37 0.65 -0.27
H -2.03 2.48 -1.36 -0.28
```

Results
LUMO energy, hartree: 0.115
ΔE to the lowest compared entry with this formula, charge and spin, eV: 0.450
Charge: -1
Gap between HOMO and LUMO, eV: 6.858
2S+1: 1

---

[6]
C5H14NO | ωB97M-V with the def2-TZVPD basis set

The geometry in XYZ format:
```
21
Properties=species:S:1:pos:R:3:nbo_charge:R:1
C 1.41 -3.00 2.32 -0.71
C -2.11 1.35 -1.08 -0.74
C 0.44 -0.20 -1.74 -0.27
C 1.03 -1.87 1.55 -0.29
C -0.66 1.47 -0.58 0.47
N -0.37 2.78 0.00 -0.73
O 0.42 1.15 -1.39 -0.49
H 1.84 -2.51 3.35 0.22
H 2.27 -3.72 1.97 0.24
H 0.60 -3.70 2.54 0.24
H -2.49 0.44 -0.64 0.27
H -2.60 2.32 -0.87 0.23
H -2.14 0.98 -2.10 0.27
H -0.33 -0.39 -2.53 0.19
H 0.30 -0.84 -0.94 0.20
H 1.38 -0.41 -2.25 0.23
H 0.34 -2.06 0.81 0.13
H 1.54 -0.91 1.26 0.16
H -1.24 3.01 0.52 0.46
H 0.47 2.63 0.53 0.46
H -0.10 3.48 -0.74 0.45
```

Results
LUMO energy (alpha / beta), hartree: -0.131 / -0.179
ΔE to the lowest compared entry with this formula, charge and spin, eV: 0.000
Charge: +1
<S²>: 2.01
Gap between HOMO and LUMO (alpha / beta), eV: 7.193 / 9.302
2S+1: 3